Entry 1:
{
  "formula": "C42H91BN9",
  "method": "wB97M-V/def2-TZVPD",
  "symbols": ["B", "H", "H", "H", "H", "C", "C", "N", "C", "C", "N", "C", "C", "H", "H", "H", "H", "H", "H", "H", "H", "H", "H", "H", "C", "C", "N", "C", "C", "N", "C", "C", "H", "H", "H", "H", "H", "H", "H", "H", "H", "H", "H", "C", "C", "N", "C", "C", "N", "C", "C", "H", "H", "H", "H", "H", "H", "H", "H", "H", "H", "H", "C", "C", "C", "N", "C", "C", "C", "C", "C", "H", "H", "H", "H", "H", "H", "H", "H", "H", "H", "H", "H", "H", "H", "H", "H", "H", "H", "C", "C", "C", "N", "C", "C", "C", "C", "C", "H", "H", "H", "H", "H", "H", "H", "H", "H", "H", "H", "H", "H", "H", "H", "H", "H", "H", "C", "C", "C", "N", "C", "C", "C", "C", "C", "H", "H", "H", "H", "H", "H", "H", "H", "H", "H", "H", "H", "H", "H", "H", "H", "H", "H"],
  "xyz": [[5.44219, 3.25857, 13.76933], [5.12898, 3.66081, 12.72471], [4.89190, 3.87945, 14.58123], [5.19301, 2.12593, 13.85938], [6.58747, 3.46682, 13.83672], [1.24179, 7.97045, 19.34646], [1.38623, 6.59430, 18.69497], [2.60955, 6.43501, 17.88429], [3.01364, 7.30465, 16.89924], [4.19085, 6.86005, 16.41110], [4.57646, 5.80180, 17.19984], [3.54184, 5.47322, 17.98587], [5.78539, 4.97335, 16.96072], [0.36418, 8.06369, 19.97941], [1.18803, 8.69475, 18.53612], [2.11572, 8.12429, 19.98065], [0.56046, 6.47250, 17.98666], [1.26473, 5.73179, 19.34878], [2.45848, 8.21128, 16.72707], [4.91415, 7.30543, 15.75041], [3.52408, 4.66929, 18.70322], [5.53866, 3.92234, 16.85408], [6.34576, 5.04424, 17.89483], [6.40954, 5.33307, 16.15351], [2.35719, 10.07625, 10.45301], [2.44489, 9.65787, 11.92938], [3.17611, 8.37463, 12.03506], [2.70626, 7.11397, 11.70457], [3.76048, 6.25302, 11.81150], [4.81665, 6.98287, 12.27952], [4.48386, 8.26492, 12.33203], [6.13620, 6.47446, 12.60675], [3.36013, 10.20182, 10.04232], [1.95030, 11.08715, 10.40658], [1.75774, 9.39983, 9.85073], [1.45329, 9.55182, 12.36612], [2.95832, 10.40625, 12.52914], [1.69390, 7.04494, 11.34310], [3.79162, 5.18381, 11.70165], [5.13664, 9.11115, 12.47546], [6.22241, 6.45016, 13.69898], [6.95185, 7.09987, 12.25382], [6.27257, 5.41209, 12.41662], [7.69755, 2.47635, 6.54808], [6.47758, 2.97946, 7.31418], [6.32815, 2.42189, 8.65296], [6.82459, 2.98132, 9.80573], [6.48454, 2.14381, 10.83162], [5.72670, 1.14463, 10.28612], [5.60565, 1.33860, 8.96547], [5.03853, 0.08062, 10.99760], [7.50639, 1.59026, 5.93887], [8.54287, 2.25665, 7.19320], [7.90317, 3.22711, 5.78486], [5.55029, 2.81278, 6.76714], [6.60236, 4.06119, 7.36995], [7.31073, 3.93908, 9.74313], [6.65283, 2.06587, 11.89207], [5.04685, 0.76160, 8.24649], [5.25869, 0.12897, 12.06188], [5.43833, -0.88717, 10.69352], [3.97531, 0.16680, 10.79147], [10.12994, 1.28382, 9.32607], [10.74665, 2.40615, 10.17306], [10.51870, 2.14155, 11.64148], [10.79250, 3.31413, 12.59282], [10.29321, 2.89039, 13.95594], [10.10581, 4.59104, 12.16744], [11.24963, 5.56591, 11.85564], [12.37171, 5.12222, 12.78328], [12.28760, 3.64032, 12.53841], [9.06703, 1.06014, 9.42296], [10.69588, 0.35644, 9.42321], [10.29212, 1.53449, 8.27570], [10.48842, 3.41082, 9.84075], [11.81904, 2.31058, 9.99013], [11.09815, 1.29853, 12.01981], [9.48032, 1.87236, 11.85696], [10.57760, 3.63738, 14.69306], [10.77752, 1.92885, 14.10456], [9.20737, 2.81878, 13.94498], [9.52874, 4.95569, 13.01560], [9.44029, 4.47634, 11.31551], [10.89944, 6.58475, 12.03031], [11.59739, 5.52880, 10.82302], [12.20780, 5.39373, 13.82728], [13.30956, 5.57857, 12.47257], [12.84921, 2.96001, 13.17841], [12.56200, 3.39535, 11.51592], [-2.15186, 0.23706, 12.52129], [-1.30022, 0.77922, 13.68011], [-0.37229, 1.92537, 13.28191], [0.55712, 2.46154, 14.33945], [1.63706, 1.43931, 14.56177], [1.21122, 3.75025, 13.89999], [1.64412, 4.42760, 15.19708], [0.56247, 3.94272, 16.20074], [-0.14597, 2.71851, 15.66634], [-2.87235, 1.01299, 12.24488], [-2.71036, -0.63821, 12.83599], [-1.60892, 0.07222, 11.59089], [-0.68542, -0.07696, 13.98449], [-1.91727, 1.01134, 14.54637], [-1.01396, 2.79271, 13.09311], [0.15179, 1.71958, 12.34965], [2.32589, 1.76267, 15.34274], [2.18044, 1.28259, 13.63551], [1.19359, 0.52994, 14.96240], [1.93395, 3.51189, 13.12007], [0.48044, 4.36195, 13.36488], [2.61517, 4.03077, 15.49179], [1.71073, 5.50685, 15.09987], [1.07910, 3.68538, 17.12956], [-0.09167, 4.75382, 16.51820], [-0.03960, 1.83884, 16.29239], [-1.19321, 2.87273, 15.41848], [5.36192, -5.03974, 16.48853], [6.10932, -3.82086, 17.00595], [5.70382, -2.56596, 16.22659], [6.23204, -1.23625, 16.76285], [5.46931, -0.98643, 18.05250], [5.99563, -0.07623, 15.80881], [6.98413, 0.98383, 16.27761], [8.24812, 0.12939, 16.46829], [7.72908, -1.24321, 16.93083], [5.38840, -5.84654, 17.22001], [5.67934, -5.40566, 15.51385], [4.28163, -4.89086, 16.37528], [7.17527, -3.98899, 16.82707], [6.06807, -3.69370, 18.08747], [4.63449, -2.57455, 16.01148], [6.16895, -2.54859, 15.23532], [4.42303, -1.13497, 17.80658], [5.71524, 0.00906, 18.41013], [5.78127, -1.71123, 18.79849], [4.95585, 0.25229, 15.77448], [6.16589, -0.35555, 14.76740], [6.63762, 1.44398, 17.20297], [7.03533, 1.79814, 15.55542], [8.99316, 0.58533, 17.12143], [8.87604, -0.12132, 15.60977], [7.98194, -1.50745, 17.95496], [8.09303, -2.02090, 16.26383]],
  "mulliken_charge": [1.86, -0.63, -0.56, -0.56, -0.47, -1.24, -0.33, 0.40, -0.78, -0.45, 0.29, -0.24, -1.19, 0.42, 0.36, 0.35, 0.13, 0.48, 0.52, 0.57, 0.44, 0.48, 0.44, 0.24, -1.06, -0.62, 0.16, -0.75, -0.23, 0.32, -0.15, -0.21, 0.33, 0.39, 0.36, 0.34, 0.37, 0.56, 0.32, 0.48, -0.01, 0.51, -0.32, -0.76, -0.65, 0.26, -1.39, 0.27, 0.29, -0.14, -0.81, 0.36, 0.01, 0.38, 0.42, 0.32, 0.51, 0.41, 0.49, 0.07, 0.39, 0.41, -1.67, -0.16, -0.50, 0.53, -1.42, 0.10, -0.69, -0.61, -0.53, 0.24, 0.46, 0.43, 0.43, 0.37, 0.42, 0.11, 0.42, 0.39, 0.52, 0.26, -0.28, 0.42, 0.34, 0.29, 0.44, 0.33, 0.30, -1.39, -0.19, -0.81, 0.68, -1.47, -1.04, -0.02, -0.51, -0.83, 0.36, 0.39, 0.35, 0.26, 0.40, 0.45, 0.40, 0.51, 0.34, 0.46, 0.45, 0.43, -0.43, 0.79, 0.31, 0.33, 0.22, 0.50, -1.43, -0.16, -0.95, 0.66, -0.89, -0.86, 0.42, -0.66, -0.68, 0.38, 0.37, 0.35, 0.32, 0.39, 0.48, 0.40, 0.36, 0.36, 0.33, 0.31, 0.24, 0.25, -0.34, 0.53, 0.19, 0.21, 0.42],
  "e_tot_ha": -2170.73606,
  "homo_lumo_gap_ev": 10.1,
  "total_charge": 5,
  "spin_multiplicity": 1
}

Entry 2:
{
  "formula": "C13H16BCl32N2O3S",
  "method": "wB97M-V/def2-TZVPD",
  "symbols": ["C", "N", "C", "S", "C", "C", "C", "N", "O", "B", "O", "O", "H", "H", "H", "H", "H", "H", "H", "H", "H", "H", "H", "H", "H", "H", "H", "H", "C", "Cl", "Cl", "Cl", "Cl", "C", "Cl", "Cl", "Cl", "Cl", "C", "Cl", "Cl", "Cl", "Cl", "C", "Cl", "Cl", "Cl", "Cl", "C", "Cl", "Cl", "Cl", "Cl", "C", "Cl", "Cl", "Cl", "Cl", "C", "Cl", "Cl", "Cl", "Cl", "C", "Cl", "Cl", "Cl", "Cl"],
  "xyz": [[0.15681, 3.84542, 1.17772], [0.63076, 2.48406, 1.47516], [0.90340, 1.62521, 0.37591], [-0.33681, 0.33051, 0.05608], [-1.87648, 1.25989, -0.05665], [-3.07014, 0.60573, 0.64172], [-3.17430, 0.87356, 2.14917], [-2.95173, 2.24806, 2.57478], [-0.51138, -0.41287, 1.44931], [0.46718, -0.57718, 2.46935], [0.05543, -0.63229, 3.75177], [1.73675, -0.79906, 2.04626], [-0.89759, 3.97089, 1.42655], [0.71526, 4.56562, 1.77206], [0.30552, 4.09412, 0.12416], [1.43942, 2.52230, 2.07966], [0.98203, 2.12281, -0.60047], [1.81792, 1.04869, 0.50998], [-1.70197, 2.27104, 0.30503], [-2.04355, 1.29066, -1.13573], [-3.06926, -0.46986, 0.45509], [-3.95430, 1.01923, 0.15080], [-2.49663, 0.22712, 2.70274], [-4.18321, 0.58809, 2.45510], [-3.27226, 2.94170, 1.90916], [-1.97814, 2.43211, 2.78332], [-0.51048, 0.08084, 4.07684], [2.42498, -0.57310, 2.68853], [-0.44719, -3.69089, -1.24031], [-0.69412, -5.24697, -0.47974], [-1.91845, -2.70000, -1.04964], [0.89975, -2.85777, -0.43087], [-0.09025, -3.87381, -2.94832], [-0.44010, -6.76620, 3.50705], [-0.68634, -7.96056, 2.23032], [0.53051, -5.43642, 2.85472], [-2.00889, -6.13511, 4.02626], [0.38624, -7.50190, 4.87294], [-0.92766, -5.11752, -6.81168], [-1.13884, -6.68158, -6.02567], [-2.36167, -4.12124, -6.54065], [0.48433, -4.30086, -6.11006], [-0.67298, -5.34030, -8.53746], [4.84464, 0.97014, -1.78802], [4.93702, 2.54187, -0.98090], [4.30332, 1.18747, -3.44603], [6.40666, 0.17968, -1.74924], [3.65124, -0.03318, -0.91421], [-6.62756, 3.87767, 2.02899], [-8.12559, 4.60769, 1.47413], [-6.56418, 2.18581, 1.49601], [-5.25499, 4.75863, 1.31691], [-6.52522, 3.94573, 3.78081], [5.28057, 5.44287, -4.14568], [3.95189, 4.69034, -5.03994], [5.82316, 6.88460, -4.99514], [4.72034, 5.88830, -2.52741], [6.61768, 4.29675, -4.00245], [-5.08755, -8.77293, 0.44239], [-5.13898, -8.09333, -1.18885], [-3.99314, -7.80748, 1.44255], [-6.70519, -8.74829, 1.14331], [-4.49656, -10.43415, 0.36990], [8.29789, 6.24072, 0.03326], [8.24301, 6.74684, 1.72189], [7.85073, 7.59274, -1.00909], [9.92001, 5.68743, -0.37239], [7.14918, 4.91193, -0.22109]],
  "mulliken_charge": [-0.97, -0.14, -0.85, 0.56, -0.53, -0.41, -0.62, -0.40, 0.03, 0.61, -0.53, -0.46, 0.23, 0.38, 0.33, 0.32, 0.54, 0.23, 0.16, 0.56, -0.03, 0.49, 0.09, 0.41, 0.16, 0.25, 0.31, 0.28, 0.18, -0.02, -0.15, -0.05, 0.03, 0.31, -0.08, -0.04, -0.11, -0.08, 0.37, -0.08, -0.09, -0.10, -0.09, 0.19, -0.01, -0.07, -0.08, 0.02, 0.39, -0.08, -0.10, -0.14, -0.08, 0.31, -0.09, -0.08, -0.08, -0.06, 0.29, -0.10, 0.00, -0.10, -0.10, 0.26, -0.10, -0.08, -0.09, -0.03],
  "e_tot_ha": -15989.13582,
  "homo_lumo_gap_ev": 9.6,
  "total_charge": 1,
  "spin_multiplicity": 1
}

Entry 3:
{
  "formula": "C4H2",
  "method": "wB97M-V/def2-TZVPD",
  "symbols": ["C", "C", "C", "C", "H", "H"],
  "xyz": [[0.05625, -0.02507, -0.50977], [-0.64730, 0.68074, -1.18269], [0.61193, -0.76257, 0.55772], [1.64288, -1.46461, 0.95855], [-1.21885, 1.34282, -1.78738], [-0.15900, -0.63060, 1.33288]],
  "mulliken_charge": [-0.17, -0.04, -0.26, -0.15, 0.37, 0.25],
  "e_tot_ha": -153.39254,
  "homo_lumo_gap_ev": 9.1,
  "spin_multiplicity": 1
}

Entry 4:
{
  "formula": "C28H23O",
  "method": "wB97M-V/def2-TZVPD",
  "symbols": ["C", "C", "C", "C", "C", "C", "C", "C", "C", "C", "C", "C", "C", "C", "C", "H", "H", "H", "H", "H", "H", "H", "H", "H", "H", "H", "H", "H", "H", "C", "C", "C", "O", "C", "C", "C", "C", "C", "C", "C", "C", "C", "C", "H", "H", "H", "H", "H", "H", "H", "H", "H"],
  "xyz": [[-1.10641, -1.49471, 1.78222], [-2.19673, -1.96579, 0.95363], [-3.01017, -3.05822, 1.37830], [-4.08665, -3.51263, 0.61938], [-4.39320, -2.91876, -0.61409], [-3.63424, -1.81822, -1.03720], [-2.55670, -1.35343, -0.28038], [-0.29433, -0.41376, 1.50917], [0.71248, 0.16394, 2.38842], [1.33570, 1.39848, 1.78161], [2.72690, 1.61080, 1.73589], [3.28593, 2.79408, 1.24725], [2.46461, 3.76780, 0.65922], [1.07991, 3.55488, 0.59718], [0.53125, 2.38637, 1.14603], [-0.92736, -2.04224, 2.72164], [-2.75894, -3.52787, 2.32795], [-4.69339, -4.33712, 0.99602], [-5.22246, -3.30347, -1.21377], [-3.89871, -1.32194, -1.97139], [-1.98775, -0.50161, -0.65341], [-0.43842, 0.08747, 0.53044], [0.33281, 0.31250, 3.49660], [3.36054, 0.78509, 2.07278], [4.36707, 2.93145, 1.32664], [2.91638, 4.68774, 0.28123], [0.44759, 4.31515, 0.12413], [-0.54883, 2.25088, 1.06785], [1.89355, -0.72006, 2.70552], [2.73454, -1.61791, 3.30306], [3.60180, -1.11118, 4.44750], [3.70256, -1.81110, 5.68384], [2.94860, -2.92845, 5.99861], [2.20807, -3.48837, 4.97000], [2.00356, -2.87100, 3.70579], [1.12238, -3.48654, 2.80831], [0.49996, -4.68779, 3.10552], [0.79862, -5.34659, 4.30340], [1.62303, -4.73563, 5.25611], [4.62691, -1.41398, 6.67393], [5.47768, -0.32658, 6.43401], [5.33962, 0.41093, 5.25347], [4.44311, -0.00160, 4.28176], [3.41311, -1.85611, 2.44189], [0.97305, -2.97288, 1.86425], [-0.19866, -5.10313, 2.38916], [0.31676, -6.30792, 4.52261], [1.76860, -5.20810, 6.24218], [4.65185, -1.90891, 7.66357], [6.19066, 0.01631, 7.19985], [5.93212, 1.29877, 5.06153], [4.40257, 0.49898, 3.32676]],
  "mulliken_charge": [-0.10, 0.70, -0.36, -0.62, -0.39, -0.73, -0.35, -0.88, 0.49, -0.20, -0.01, -0.67, -0.43, -0.84, -0.30, 0.58, 0.37, 0.38, 0.39, 0.38, 0.32, 0.50, 0.51, 0.44, 0.40, 0.37, 0.38, 0.49, -0.61, 0.58, 0.82, 0.44, -0.42, 0.54, 0.16, -0.97, -0.82, -0.46, -0.67, -0.77, -0.36, -0.98, -0.47, 0.54, 0.75, 0.48, 0.38, 0.44, 0.42, 0.37, 0.43, 0.36],
  "e_tot_ha": -1155.66452,
  "homo_lumo_gap_ev": 5.5,
  "total_charge": 1,
  "spin_multiplicity": 1
}